Here is C17H17FN6O3 in the gas phase from the OMol25 dataset. Energies are from ωB97M-V/def2-TZVPD.

As for the LUMO energy: 0.13 eV. As for the HOMO-LUMO gap: 9.135 eV. Its relative energy (zero: lowest compared OMol25 entry of this formula, charge and spin) is 0.0000 eV. As for the SMILES: O=C(Cn1cnc2c(nnn2-c2ccc(F)cc2)c1=O)NC[C@@H]1CCCO1.

Structure (XYZ):
```
44
C17H17FN6O3 ωB97M-V/def2-TZVPD
O 3.379 0.085 2.089
C 3.353 -0.734 1.196
N 3.807 -0.530 -0.058
H 3.607 -1.255 -0.740
C 3.837 0.816 -0.577
H 4.053 1.482 0.261
H 4.613 0.909 -1.337
C 2.452 1.153 -1.186
C 2.278 2.668 -1.405
H 1.942 2.880 -2.418
C 1.221 3.079 -0.367
H 1.511 3.961 0.198
C 1.111 1.843 0.529
H 0.108 1.679 0.927
H 1.823 1.885 1.364
O 1.416 0.745 -0.310
H 0.265 3.273 -0.853
H 3.223 3.184 -1.242
H 2.318 0.569 -2.103
C 2.723 -2.125 1.395
N 1.367 -2.004 0.883
C 0.398 -1.525 1.690
N -0.812 -1.231 1.351
C -1.067 -1.419 0.038
N -2.196 -1.190 -0.676
N -1.955 -1.519 -1.966
N -0.769 -1.931 -2.107
C -0.148 -1.904 -0.903
C 1.200 -2.193 -0.512
O 2.139 -2.537 -1.198
C -3.439 -0.700 -0.266
C -3.654 -0.342 1.061
C -4.891 0.140 1.444
C -5.892 0.255 0.495
C -5.691 -0.097 -0.829
C -4.454 -0.578 -1.212
H -4.256 -0.863 -2.232
H -6.494 0.007 -1.540
F -7.097 0.725 0.870
H -5.086 0.424 2.466
H -2.855 -0.444 1.778
H 0.669 -1.371 2.726
H 2.697 -2.379 2.455
H 3.246 -2.892 0.822
```

Here is a molecular structure, C17H17IIrN6O6S from the OMol25 dataset. Energies are from ωB97M-V/def2-TZVPD.

As for the LUMO energy: -3.68 eV. As for the HOMO-LUMO gap: 7.273 eV. Its relative energy (zero: lowest compared OMol25 entry of this formula, charge and spin) is 2.0903 eV. As for the net charge: +1.

Structure (XYZ):
```
49
C17H17IIrN6O6S ωB97M-V/def2-TZVPD
Ir 0.206 0.289 0.765
O -1.967 -0.870 4.564
C -1.323 -0.706 3.426
O -0.373 0.031 3.274
C -1.820 -1.544 2.295
C -2.874 -2.436 2.337
C -3.161 -3.159 1.184
C -2.387 -2.982 0.050
C -1.350 -2.063 0.090
N -1.091 -1.365 1.194
C -0.398 -1.812 -1.059
O -0.362 -2.524 -2.030
O 0.449 -0.831 -0.851
H -1.557 -0.310 5.244
H -3.446 -2.563 3.245
H -3.983 -3.863 1.179
H -2.558 -3.532 -0.865
I -4.612 3.577 3.029
C -3.403 2.542 1.732
C -3.666 2.187 0.422
N -2.603 1.513 -0.025
N -1.647 1.424 0.909
C -2.126 2.042 1.991
H -4.520 2.372 -0.206
H -2.314 1.240 -0.970
H -1.541 2.121 2.891
S 2.319 -0.503 1.378
C 2.968 -1.161 -0.089
N 2.928 -2.428 -0.458
C 3.471 -2.623 -1.806
C 3.876 -1.182 -2.206
N 3.596 -0.427 -0.984
H 2.454 -3.124 0.089
H 2.701 -3.021 -2.464
H 4.320 -3.303 -1.781
H 3.263 -0.807 -3.025
H 4.927 -1.106 -2.478
H 3.675 0.576 -0.850
O -0.927 1.414 -1.984
C 0.126 1.966 -1.686
C 0.821 2.948 -2.601
C 1.996 3.443 -1.776
C 2.043 2.474 -0.613
O 2.985 2.314 0.131
N 0.851 1.763 -0.542
H 0.116 3.713 -2.922
H 1.128 2.400 -3.493
H 1.833 4.440 -1.365
H 2.954 3.457 -2.292
```

Here is a molecular structure, C17H17N2OS2Tc from the OMol25 dataset. Energies are from ωB97M-V/def2-TZVPD.

The expectation value of S² is 0.7617. As for the LUMO energy (spin up / spin down): -5.10 / -5.19 eV. Its spin multiplicity is 2. As for the HOMO-LUMO gap (spin up / spin down): 6.573 / 6.503 eV. As for the net charge: +1.

Structure (XYZ):
```
40
C17H17N2OS2Tc ωB97M-V/def2-TZVPD
Tc -2.846 -0.075 -0.095
C 1.124 -0.994 -1.596
C -0.177 -0.299 -1.353
N -0.998 -0.724 -0.408
N -0.447 -1.701 0.454
C -1.110 -1.878 1.529
S -2.621 -0.988 1.886
S -0.568 -2.940 2.798
C 1.245 -2.766 2.710
C 1.707 -1.341 2.804
C 2.427 -0.774 1.759
C 2.830 0.553 1.815
C 2.507 1.328 2.919
C 1.796 0.766 3.971
C 1.399 -0.561 3.914
C -0.464 0.889 -2.146
C 0.448 1.269 -3.153
C 0.283 2.417 -3.890
C -0.802 3.253 -3.638
C -1.712 2.930 -2.654
C -1.554 1.760 -1.918
O -2.526 1.503 -1.021
H 1.233 -1.867 -0.972
H 1.947 -0.303 -1.414
H 1.165 -1.292 -2.645
H 1.623 -3.257 1.815
H 1.564 -3.354 3.574
H 2.693 -1.386 0.907
H 3.406 0.978 1.004
H 2.819 2.363 2.969
H 1.556 1.361 4.842
H 0.842 -0.991 4.738
H 1.309 0.653 -3.363
H 1.003 2.668 -4.656
H -0.936 4.159 -4.213
H -2.562 3.562 -2.437
C -4.200 -1.138 -1.085
H -4.026 -0.974 -2.152
H -5.115 -0.612 -0.760
H -4.264 -2.196 -0.841
```